# 1
Density functional theory data (ωB97M-V/def2-TZVPD) for a structure of composition C43H45BrClN6PSbY.

Kohn-Sham gap = 7.6 eV
net charge = +4
multiplicity = 1
relative energy (zero: lowest compared OMol25 entry of this formula, charge and spin) = 177.86 kJ/mol
HOMO level = -17.7 eV

Structure (XYZ):
```
99
Properties=species:S:1:pos:R:3:forces:R:3:mulliken_charge:R:1
Y 0.039 -0.046 -1.341 0.46 -0.09 -0.43 -0.768
C -3.020 -0.928 -2.787 0.00 0.01 0.02 -1.545
C -2.125 -0.448 -3.891 0.03 0.00 -0.03 0.747
C -2.597 -0.391 -5.201 0.00 -0.02 0.01 -1.018
C -1.753 0.032 -6.203 -0.02 0.00 -0.02 -0.715
C -0.451 0.411 -5.873 0.04 -0.04 0.00 -0.862
C -0.039 0.337 -4.560 -0.06 0.04 0.02 -0.111
N -0.870 -0.101 -3.580 -0.07 0.05 0.02 1.647
Sb 1.933 1.124 -4.133 -0.01 -0.01 0.01 0.859
C 1.072 2.640 -2.832 -0.04 -0.01 0.02 0.022
C 1.671 3.885 -2.877 0.02 0.00 0.01 -0.735
C 0.897 5.014 -2.598 0.01 0.00 -0.01 -0.821
C -0.459 4.849 -2.435 0.00 0.00 0.00 -1.011
C -1.014 3.563 -2.433 0.01 0.00 -0.02 0.818
C -2.504 3.418 -2.514 0.01 -0.02 0.04 -1.576
N -0.232 2.471 -2.505 -0.04 0.04 0.03 0.582
C 2.489 -0.624 -2.949 -0.05 -0.02 0.04 0.997
C 3.813 -1.010 -3.051 0.00 0.02 0.01 -0.992
C 4.124 -2.369 -2.973 0.00 0.00 0.01 -0.824
C 3.091 -3.279 -2.910 0.00 0.00 -0.01 -0.854
C 1.771 -2.834 -2.803 0.01 0.00 0.06 0.605
C 0.641 -3.816 -2.837 0.00 -0.01 -0.06 -1.454
N 1.498 -1.522 -2.736 -0.10 0.00 0.07 0.348
H -4.041 -0.571 -2.919 0.00 0.01 -0.01 0.684
H -2.696 -0.570 -1.800 0.01 -0.02 -0.01 0.225
H -3.062 -2.018 -2.777 -0.02 0.00 -0.01 0.410
H -3.617 -0.678 -5.416 0.00 0.00 0.00 0.608
H -2.096 0.082 -7.229 0.00 0.00 0.00 0.474
H 0.222 0.762 -6.644 0.00 0.00 0.00 0.565
H 2.703 3.994 -3.191 0.00 0.00 0.00 0.556
H 1.336 6.004 -2.611 0.00 0.00 0.00 0.551
H -1.115 5.706 -2.357 0.00 0.00 0.00 0.578
H -3.016 3.922 -1.695 0.00 0.00 0.01 0.421
H -2.812 2.377 -2.557 0.00 -0.02 0.01 0.097
H -2.832 3.902 -3.437 0.00 0.00 0.01 0.509
H 4.589 -0.285 -3.260 0.00 0.00 0.00 0.570
H 5.151 -2.703 -3.043 0.00 0.00 0.00 0.534
H 3.288 -4.342 -2.964 0.00 0.00 -0.01 0.600
H 0.632 -4.467 -1.962 0.01 0.01 -0.03 0.255
H 0.769 -4.463 -3.707 0.00 -0.01 0.00 0.623
H -0.317 -3.310 -2.932 0.02 -0.01 -0.02 0.025
Cl -1.907 1.738 -0.046 0.04 -0.12 0.05 0.454
C -2.651 1.553 1.564 -0.01 0.01 0.01 0.292
C -3.817 2.267 1.764 0.01 -0.01 0.01 -0.733
C -4.416 2.190 3.014 0.00 -0.01 0.01 -0.688
C -3.845 1.416 4.018 -0.01 0.01 -0.01 -0.938
C -2.681 0.709 3.775 0.00 0.01 0.01 -0.032
C -2.047 0.766 2.529 0.00 -0.02 -0.03 -0.782
P -0.559 -0.216 2.170 0.13 0.05 -0.02 2.703
C -1.002 -1.785 2.992 -0.05 0.05 0.07 0.766
C -2.269 -2.295 2.690 0.00 -0.04 -0.05 -0.672
C -2.735 -3.440 3.314 0.04 -0.03 -0.02 -0.808
C -1.931 -4.107 4.231 0.01 0.01 -0.01 -0.742
C -0.670 -3.611 4.531 -0.03 -0.02 0.00 -0.762
C -0.210 -2.449 3.925 0.13 -0.06 0.05 -0.507
C 0.702 0.564 3.272 -0.07 0.01 0.09 0.649
C 0.488 1.821 3.853 0.05 0.01 -0.07 -1.209
C 1.396 2.349 4.769 -0.02 0.01 0.00 -0.905
C 2.528 1.626 5.132 0.00 -0.01 -0.01 -0.551
C 2.772 0.393 4.536 0.02 0.02 -0.01 -1.320
C 1.878 -0.122 3.602 0.07 0.09 -0.03 -0.319
H -4.253 2.863 0.974 0.00 0.00 0.00 0.541
H -5.332 2.735 3.198 0.00 0.00 0.00 0.452
H -4.318 1.359 4.989 0.00 0.00 0.00 0.494
H -2.257 0.089 4.557 0.01 0.01 0.00 0.531
H -2.922 -1.769 1.999 0.01 -0.01 0.01 0.461
H -3.732 -3.803 3.099 0.00 0.00 0.00 0.526
H -2.297 -4.995 4.729 0.00 0.00 0.00 0.471
H -0.051 -4.111 5.264 -0.01 -0.01 0.01 0.504
H 0.758 -2.062 4.219 -0.25 -0.15 0.02 0.411
H -0.415 2.378 3.638 -0.05 0.00 -0.01 0.426
H 1.188 3.303 5.236 -0.01 0.00 0.02 0.494
H 3.197 2.007 5.895 0.01 0.00 -0.01 0.480
H 3.634 -0.192 4.833 0.00 0.02 -0.02 0.512
H 2.072 -1.101 3.188 0.10 0.09 -0.11 0.555
Br 2.325 -1.754 0.347 -0.12 0.04 0.10 0.173
C 0.775 -2.858 0.275 0.01 0.05 0.02 -0.065
C 0.811 -4.099 0.868 -0.01 -0.03 0.02 -0.877
C -0.337 -4.878 0.784 0.04 0.01 0.02 -0.790
C -1.443 -4.370 0.123 -0.05 0.05 0.00 -0.902
C -1.371 -3.106 -0.428 -0.05 -0.03 0.08 -1.018
N -0.267 -2.338 -0.369 -0.14 0.09 0.04 2.466
H 1.700 -4.448 1.374 0.00 0.00 0.00 0.590
H -0.357 -5.864 1.230 0.00 0.00 0.00 0.504
H -2.358 -4.939 0.039 0.00 0.00 0.00 0.586
H -2.225 -2.685 -0.937 0.00 0.01 0.01 0.016
N 3.387 2.807 2.237 0.03 0.01 -0.03 -0.049
C 3.405 3.043 0.749 0.02 0.00 0.04 -1.161
C 2.916 1.854 -0.069 0.03 0.04 0.01 -0.681
N 1.468 1.590 0.018 -0.08 0.09 0.01 0.521
H 3.804 3.602 2.732 -0.01 -0.01 -0.01 0.435
H 3.921 1.977 2.510 0.02 -0.01 0.01 0.445
H 2.444 2.681 2.636 -0.02 -0.03 0.03 0.028
H 4.434 3.279 0.482 0.01 -0.01 0.01 0.460
H 2.796 3.929 0.566 0.01 0.00 -0.01 0.429
H 3.463 0.947 0.194 0.00 -0.01 0.04 0.513
H 3.161 2.081 -1.107 0.00 -0.03 0.01 0.250
H 0.969 2.464 -0.154 -0.03 -0.03 0.00 0.392
H 1.222 1.302 0.968 0.00 -0.02 -0.02 -0.648
```
Forces are in eV/Å.


# 2
Density functional theory data (ωB97M-V/def2-TZVPD) for a structure of composition C43H46F5NO3P2ReTe.

Kohn-Sham gap (alpha / beta) = 6.9 / 7.1 eV
net charge = +2
multiplicity = 4
HOMO level (alpha / beta) = -13.5 / -13.6 eV
expectation value of S² = 4.0574

Structure (XYZ):
```
102
Properties=species:S:1:pos:R:3:forces:R:3:lowdin_spin:R:1
Re 0.458 1.240 -0.246 0.04 0.19 -0.15 2.878
O 1.242 -0.418 2.702 -0.02 0.01 -0.07 0.008
P 0.252 -1.239 3.560 0.01 0.04 0.06 0.001
C -0.478 -2.416 2.394 -0.01 0.02 -0.03 0.004
P -0.692 -2.016 0.605 0.05 -0.02 -0.10 0.017
O -0.220 -0.619 0.233 -0.04 0.10 0.13 0.092
C -2.421 -2.213 0.238 -0.02 0.04 0.08 0.001
C -3.374 -1.718 1.133 -0.01 -0.04 -0.03 0.000
C -4.717 -1.762 0.805 -0.01 0.00 0.00 0.000
C -5.113 -2.299 -0.415 -0.01 0.00 0.01 0.000
C -4.170 -2.783 -1.310 0.02 0.00 -0.01 0.000
C -2.822 -2.738 -0.990 0.01 0.01 -0.03 0.000
C 0.292 -3.218 -0.258 -0.02 -0.02 -0.01 0.002
C 1.495 -2.821 -0.839 0.01 0.00 0.01 0.001
C 2.298 -3.768 -1.458 0.00 0.00 0.00 0.000
C 1.904 -5.098 -1.492 0.00 0.00 0.00 0.000
C 0.708 -5.495 -0.905 0.01 0.00 0.00 0.000
C -0.101 -4.560 -0.284 0.00 0.01 0.00 0.000
C -0.999 -0.214 4.293 -0.04 -0.03 0.01 0.000
C -0.671 1.093 4.654 0.05 0.03 -0.03 0.000
C -1.585 1.859 5.362 0.00 0.00 0.00 0.000
C -2.813 1.322 5.721 0.00 -0.01 0.00 0.000
C -3.140 0.017 5.370 0.00 0.01 0.00 0.000
C -2.236 -0.755 4.660 0.01 0.01 0.01 0.000
C 1.125 -2.145 4.800 -0.01 -0.06 -0.03 0.000
C 2.289 -2.826 4.420 -0.03 0.00 0.03 0.000
C 2.987 -3.554 5.364 0.01 0.00 0.00 0.000
C 2.527 -3.609 6.676 0.00 0.00 0.00 0.000
C 1.375 -2.935 7.052 0.01 0.00 0.00 0.000
C 0.669 -2.195 6.116 0.00 0.04 0.01 0.000
H -1.435 -2.754 2.795 0.00 -0.01 0.01 0.000
H 0.183 -3.287 2.407 0.01 0.00 0.01 0.000
H -3.072 -1.282 2.079 0.00 0.01 0.03 0.000
H -5.457 -1.384 1.498 0.00 0.00 0.00 0.000
H -6.165 -2.341 -0.667 0.00 0.00 0.00 0.000
H -4.484 -3.200 -2.257 0.00 0.00 0.00 0.000
H -2.088 -3.116 -1.691 0.00 -0.01 0.00 0.000
H 1.811 -1.787 -0.797 0.00 0.00 0.00 0.001
H 3.233 -3.467 -1.911 0.00 0.00 0.00 0.000
H 2.532 -5.832 -1.977 0.00 0.00 0.00 0.000
H 0.406 -6.533 -0.935 0.00 0.00 0.00 0.000
H -1.036 -4.872 0.167 0.00 0.00 0.00 0.000
H 0.292 1.515 4.396 -0.04 -0.02 0.03 0.000
H -1.330 2.872 5.643 0.00 0.00 0.00 0.000
H -3.519 1.919 6.283 0.00 0.00 0.00 0.000
H -4.093 -0.403 5.662 0.00 0.00 0.00 0.000
H -2.493 -1.781 4.428 0.01 -0.02 -0.01 0.000
H 2.657 -2.771 3.402 0.01 0.00 -0.01 0.000
H 3.892 -4.074 5.083 0.00 0.00 0.00 0.000
H 3.078 -4.180 7.411 0.00 0.00 0.00 0.000
H 1.031 -2.976 8.076 0.00 0.00 0.00 0.000
H -0.220 -1.655 6.414 0.01 -0.01 0.00 0.000
C -1.186 4.862 -5.110 0.00 0.00 0.00 0.005
C -0.896 3.575 -4.391 0.00 -0.01 -0.02 0.014
C -0.264 2.517 -5.045 0.00 0.01 0.01 -0.051
C 0.004 1.306 -4.416 -0.02 0.01 -0.01 0.013
C 0.676 0.182 -5.150 0.00 -0.01 0.00 0.003
C -0.376 1.170 -3.088 -0.04 -0.02 0.00 -0.005
C -0.975 2.235 -2.392 -0.06 -0.09 -0.05 0.009
C -1.253 3.429 -3.057 0.07 0.03 0.05 -0.049
N -1.117 2.039 -1.009 0.04 -0.15 0.20 -0.247
C -2.150 2.671 -0.150 -0.07 -0.02 -0.05 -0.006
C -3.523 2.678 -0.830 0.01 0.00 0.00 -0.006
C -4.559 3.266 0.137 0.00 0.00 0.01 0.000
C -4.146 4.690 0.523 0.00 0.00 -0.01 0.000
C -2.783 4.664 1.223 0.00 0.00 0.00 -0.003
C -2.868 3.796 2.482 0.01 0.01 -0.01 0.000
C -3.278 2.376 2.089 0.00 0.01 -0.01 0.005
C -4.642 2.396 1.394 -0.01 0.01 0.01 0.002
C -2.239 1.809 1.120 0.03 0.00 0.00 0.028
C -1.728 4.092 0.268 0.00 0.01 -0.01 -0.012
H -0.655 4.915 -6.057 0.00 0.00 0.00 0.000
H -0.893 5.721 -4.506 0.00 0.00 0.00 0.001
H -2.253 4.952 -5.317 0.00 0.00 0.00 0.002
H 0.014 2.640 -6.086 0.00 0.00 0.00 -0.003
H 0.381 0.163 -6.198 0.00 0.00 0.00 0.001
H 0.432 -0.784 -4.708 0.00 0.00 0.00 0.000
H 1.760 0.302 -5.117 0.00 0.00 0.00 0.001
H -0.310 0.193 -2.612 0.01 0.01 0.01 0.009
H -1.692 4.266 -2.536 0.00 -0.01 0.00 -0.002
H -3.793 1.654 -1.109 0.00 0.00 0.00 0.000
H -3.497 3.268 -1.746 -0.01 0.00 0.00 0.000
H -5.529 3.286 -0.362 0.00 0.00 -0.01 0.000
H -4.896 5.129 1.185 0.00 0.00 0.00 0.000
H -4.098 5.323 -0.368 0.00 0.00 0.00 0.000
H -2.487 5.679 1.495 0.00 0.00 0.00 -0.001
H -3.597 4.217 3.179 0.00 0.00 0.00 0.000
H -1.899 3.783 2.993 -0.01 0.00 0.00 0.000
H -3.317 1.736 2.975 -0.01 0.00 0.00 0.000
H -5.400 2.791 2.074 0.00 0.00 0.00 0.000
H -4.944 1.378 1.124 0.00 0.00 0.00 0.000
H -2.496 0.786 0.835 0.00 0.00 0.00 0.001
H -1.261 1.792 1.634 0.00 -0.01 -0.01 0.018
H -0.747 4.051 0.752 0.00 0.00 0.00 0.001
H -1.625 4.743 -0.600 -0.01 -0.01 0.00 0.000
F 3.879 -0.513 2.352 0.01 -0.03 -0.02 0.002
Te 2.666 0.865 2.276 -0.11 0.05 0.13 0.015
F 3.972 2.115 2.030 0.02 -0.04 0.02 0.003
F 1.350 2.196 2.405 0.03 0.02 0.09 0.031
F 2.851 1.043 4.099 0.01 0.01 0.02 0.000
F 1.375 2.853 -0.562 0.06 -0.02 0.02 0.147
O 2.252 0.597 0.530 0.06 -0.06 -0.23 0.068
```
Forces are in eV/Å.


no.,DFT total energy (a.u.)
1,-5647.06762
2,-3474.61653